98
Properties=species:S:1:pos:R:3:lowdin_charge:R:1 method="wB97M-V/def2-TZVPD" total_charge=-2 relative_energy_kcal_mol=5.8 homo_lumo_gap_ev=4.9082 spin_multiplicity=1 energy_ev=-344794.940 e_lumo_ev=3.39
Zn -2.772 0.761 2.098 0.1738
Se -2.723 -1.758 3.305 -0.2901
Te -3.234 -4.113 4.033 -0.1350
Te -6.166 -1.556 1.273 0.0795
Se -3.663 -1.280 1.153 -0.1576
O -0.783 0.619 1.722 -0.5416
As 0.339 -0.570 1.431 1.2419
C 0.708 -1.328 3.178 -0.3286
C 0.925 -2.679 3.412 -0.1074
C 1.121 -3.134 4.709 -0.0891
C 1.110 -2.242 5.768 -0.0919
C 0.900 -0.889 5.534 -0.0801
C 0.697 -0.432 4.244 -0.1020
C 0.282 -2.091 0.247 -0.2783
C -0.600 -3.140 0.456 -0.1096
C -0.565 -4.240 -0.394 -0.0632
C 0.344 -4.289 -1.436 -0.0868
C 1.233 -3.238 -1.632 -0.0752
C 1.206 -2.140 -0.790 -0.0954
C 1.998 0.355 1.109 -0.2875
C 1.941 1.694 0.755 -0.0786
C 3.114 2.429 0.653 -0.0706
C 4.336 1.828 0.922 -0.0936
C 4.389 0.489 1.289 -0.1031
C 3.219 -0.250 1.382 -0.1021
H 0.902 -3.390 2.595 0.0974
H 1.242 -4.194 4.889 0.0997
H 1.236 -2.603 6.780 0.0953
H 0.867 -0.191 6.361 0.1004
H 0.484 0.617 4.062 0.1016
H -1.304 -3.126 1.276 0.0257
H -1.266 -5.047 -0.229 0.1092
H 0.360 -5.143 -2.102 0.0951
H 1.932 -3.258 -2.460 0.0900
H 1.868 -1.302 -0.973 0.0704
H 0.976 2.144 0.555 0.1061
H 3.072 3.471 0.365 0.1055
H 5.250 2.403 0.846 0.0998
H 5.342 0.023 1.510 0.0987
H 3.255 -1.293 1.683 0.1078
C 4.817 -5.023 -2.618 -0.0481
C 4.765 -3.550 -2.912 -0.2813
C 4.806 -3.075 -4.227 -0.0382
C 4.725 -1.718 -4.494 -0.0590
C 4.602 -0.819 -3.444 -0.2781
C 4.562 -1.269 -2.131 -0.0435
C 4.650 -2.629 -1.877 -0.0424
S 4.440 0.911 -3.808 0.6182
O 5.376 1.227 -4.858 -0.3177
O 4.501 1.602 -2.556 -0.2856
N 2.962 1.112 -4.482 -0.1322
C 1.777 0.445 -3.928 -0.2211
C 1.443 0.862 -2.523 -0.1142
C -0.053 0.603 -2.209 -0.6763
O -0.872 0.788 -3.125 -0.0271
O -0.277 0.253 -1.037 -0.0867
H 5.230 -5.580 -3.458 0.0720
H 3.818 -5.411 -2.414 0.0796
H 5.427 -5.224 -1.738 0.0785
H 4.899 -3.778 -5.045 0.1078
H 4.772 -1.350 -5.510 0.1128
H 4.460 -0.554 -1.323 0.0969
H 4.611 -2.983 -0.847 0.1237
H 3.068 1.001 -5.481 0.1025
H 1.886 -0.644 -4.000 0.1167
H 0.929 0.748 -4.543 0.1170
H 1.632 1.933 -2.415 0.1273
H 2.050 0.342 -1.778 0.0705
C -4.193 1.530 -0.696 -0.1922
N -3.559 2.186 0.472 -0.1297
C -2.322 2.850 -0.005 -0.1756
N -2.607 3.835 -1.045 -0.0771
C -3.271 3.146 -2.159 -0.1629
N -4.515 2.502 -1.737 -0.0819
C -5.396 3.516 -1.178 -0.1847
N -4.791 4.220 -0.043 -0.0840
C -4.471 3.228 0.977 -0.1834
C -3.534 4.819 -0.498 -0.1855
H -5.106 1.028 -0.361 0.0700
H -3.498 0.789 -1.101 0.1198
H -1.644 2.079 -0.374 0.1038
H -1.865 3.356 0.850 0.1097
H -2.607 2.383 -2.562 0.1071
H -3.499 3.880 -2.938 0.1197
H -6.321 3.040 -0.841 0.1261
H -5.634 4.247 -1.955 0.1167
H -5.395 2.748 1.308 0.1310
H -4.000 3.723 1.828 0.0924
H -3.062 5.323 0.350 0.1249
H -3.761 5.560 -1.270 0.1164
C -6.096 1.104 3.842 -0.1444
O -4.726 1.385 3.554 -0.3491
C -4.104 2.410 4.159 -1.3562
S -4.885 3.425 5.205 0.5592
S -2.448 2.457 3.703 0.6237
H -6.327 0.225 3.245 -0.0689
H -6.719 1.955 3.560 0.0738
H -6.218 0.910 4.908 0.0785